Formula: C30H70N5NiO12
Source: the Open Molecules 2025 dataset
Level of theory: ωB97M-V/def2-TZVPD

CARTESIAN COORDINATES (ANGSTROEM)
Ni1 0.594087 2.896165 -1.511284
C1 0.484151 -0.417544 -0.154747
C2 0.196465 0.822199 0.706752
C3 0.584332 0.612655 2.155160
O1 0.688808 1.986425 0.149988
H1 0.122513 -1.323931 0.342401
H2 1.528708 -0.570799 -0.435727
H3 -0.128353 -0.348973 -1.060307
H4 -0.910959 0.873747 0.668244
H5 0.036886 -0.116209 2.746612
H6 0.363437 1.559272 2.685812
H7 1.665413 0.596125 2.330107
C4 -2.826428 -1.176693 1.797002
O2 -3.998556 -1.730628 1.289831
C5 -4.086868 -3.113819 1.594778
C6 -5.372938 -3.675254 1.022271
O3 -5.697457 -4.922876 1.595274
C7 -5.013501 -6.013730 1.023895
C8 -5.799495 -7.283345 1.292038
O4 -7.166664 -7.127966 0.922779
C9 -7.406239 -7.459377 -0.405160
H8 -2.677694 -1.362797 2.869864
H9 -2.896428 -0.084367 1.740776
H10 -1.935774 -1.496119 1.244819
H11 -4.108392 -3.292927 2.675373
H12 -3.229272 -3.652352 1.165013
H13 -5.414292 -3.702175 -0.071062
H14 -6.194270 -3.029299 1.350038
H15 -4.002761 -6.089208 1.457123
H16 -4.800397 -5.870126 -0.047764
H17 -5.836566 -7.362810 2.381527
H18 -5.377597 -8.164898 0.809734
H19 -6.984391 -6.723962 -1.110221
H20 -8.477226 -7.363698 -0.610760
H21 -7.114943 -8.470832 -0.707500
C10 4.020083 0.733437 4.723348
O5 5.193235 0.454527 3.982582
C11 4.939027 0.467822 2.590090
C12 4.922272 1.823197 1.911654
O6 6.152747 2.360461 1.548562
C13 6.869775 2.948667 2.622525
C14 7.512218 4.232766 2.157337
O7 6.515256 5.130535 1.771449
C15 7.016346 6.194860 1.002603
H22 3.503749 1.637645 4.377289
H23 4.262744 0.925144 5.767191
H24 3.361641 -0.139625 4.654760
H25 3.971309 -0.007579 2.356820
H26 5.699626 -0.195034 2.168741
H27 4.247118 2.476984 2.490546
H28 4.312882 1.670640 1.010516
H29 7.653802 2.261344 2.965493
H30 6.256691 3.129586 3.509904
H31 8.259283 4.042545 1.377232
H32 8.093284 4.626490 3.008606
H33 7.648789 5.826693 0.180146
H34 7.662432 6.871848 1.575312
H35 6.183988 6.730279 0.552688
C16 1.869428 0.411828 -3.032266
O8 1.422685 1.481356 -2.597714
N1 2.914614 0.302877 -3.827295
C17 3.177401 -0.944211 -4.521163
C18 3.684164 1.457057 -4.245154
H36 1.406758 -0.540029 -2.759306
H37 4.244169 -1.102332 -4.673888
H38 2.681866 -0.943535 -5.493308
H39 2.852414 -1.812489 -3.947572
H40 4.748079 1.255763 -4.121601
H41 3.504137 1.716499 -5.288192
H42 3.430841 2.279168 -3.583263
C19 0.115299 5.684022 0.022217
O9 0.144010 4.598218 -0.574646
N2 0.319325 5.818557 1.315832
C20 0.113269 7.103907 1.974982
C21 0.482612 4.657037 2.181074
H43 -0.042673 6.621680 -0.521540
H44 -0.196903 7.859138 1.257804
H45 1.067849 7.419164 2.397765
H46 -0.622334 6.989367 2.767579
H47 1.335879 4.825686 2.838196
H48 -0.433000 4.451238 2.730954
H49 0.752442 3.797316 1.562436
C22 -4.874687 -1.830675 -2.198641
O10 -5.695748 -2.623198 -2.613789
N3 -3.748123 -1.524287 -2.883204
C23 -2.747279 -0.639147 -2.319816
C24 -3.566554 -1.912147 -4.259926
H50 -4.939006 -1.333989 -1.218189
H51 -2.826765 0.319259 -2.845395
H52 -1.766506 -1.066597 -2.533687
H53 -2.867176 -0.453888 -1.254823
H54 -2.543696 -2.289113 -4.372113
H55 -4.257364 -2.731730 -4.432236
H56 -3.649520 -1.058892 -4.935940
C25 0.792762 -4.470612 -0.216060
O11 -0.046802 -5.087409 0.383618
N4 1.447482 -4.907120 -1.337220
C26 2.709214 -4.309964 -1.722439
C27 1.081716 -6.163403 -1.949503
H57 1.224148 -3.480710 0.034743
H58 2.884927 -4.447697 -2.791595
H59 3.527302 -4.718698 -1.130978
H60 2.636757 -3.218141 -1.664900
H61 0.268621 -6.632909 -1.396252
H62 0.667513 -6.060951 -2.957789
H63 1.903989 -6.882564 -1.954145
C28 -2.439552 2.934538 -1.825075
O12 -1.407553 2.251883 -1.795907
N5 -2.994104 3.537124 -0.782767
C29 -2.508087 3.371482 0.580237
C30 -4.281894 4.202526 -0.942429
H64 -3.072478 3.066564 -2.714144
H65 -3.237150 2.795740 1.160923
H66 -2.425821 4.345715 1.059603
H67 -1.580698 2.804804 0.536685
H68 -5.043550 3.603505 -0.443455
H69 -4.258846 5.126730 -0.355267
H70 -4.403439 4.493582 -1.978135

Forces on the atoms, in the same order (eV/Å):
-1.034 -1.594 1.524
-0.517 -0.318 -0.115
-0.882 -1.122 -1.131
0.493 2.245 0.999
0.986 0.829 0.507
0.175 0.059 0.116
0.096 0.215 0.239
0.256 0.107 -0.102
0.032 -0.045 0.290
0.120 -0.538 -0.486
-0.264 -0.108 -0.195
-0.002 -0.744 -0.327
0.397 0.849 0.408
-0.269 -0.271 0.066
0.105 -0.481 -0.459
-0.974 0.412 0.525
0.176 -0.168 -0.384
0.973 -0.114 -0.462
-0.859 0.969 0.653
0.395 -0.541 0.179
-0.818 0.706 -1.260
-0.066 -0.398 -0.101
-0.072 -0.090 -0.324
-0.015 -0.129 0.046
0.105 0.166 0.032
0.103 0.122 0.147
0.260 -0.114 -0.010
0.125 0.160 -0.131
-0.137 -0.268 0.159
-0.508 0.167 -0.013
0.142 -0.479 -0.074
0.265 -0.032 0.132
0.408 -0.223 0.140
-0.003 -0.185 0.394
0.255 -0.031 0.274
-0.015 -0.048 0.051
-0.180 0.579 0.131
0.212 -0.723 -0.074
-1.314 -0.604 -0.241
-0.157 0.286 0.398
0.557 -0.175 0.072
0.457 -0.298 0.822
-0.165 0.265 -0.333
0.522 -0.039 -0.414
-0.041 -0.149 -0.182
0.279 -0.231 -0.030
-0.233 0.189 0.092
0.011 0.003 0.283
0.072 0.263 -0.221
0.647 0.380 0.185
0.483 0.053 -0.292
0.021 0.044 -0.096
-0.350 0.078 -0.251
-0.314 -0.015 -0.322
-0.072 0.080 -0.038
-0.157 -0.099 0.033
-0.260 0.059 0.170
-0.071 0.095 0.218
-0.312 0.212 0.245
0.296 0.314 -0.397
0.250 -0.195 -0.278
0.171 -0.552 -0.103
0.226 0.263 0.300
-0.105 -0.005 -0.051
0.043 0.326 0.011
0.048 -0.062 -0.007
-0.296 0.189 0.070
-0.023 -0.142 -0.031
-0.159 0.013 0.019
-0.039 0.141 -0.200
0.426 -0.162 -0.132
-0.004 0.179 -0.655
-0.739 0.147 0.204
0.624 -0.083 -0.087
0.798 -0.330 -0.513
-0.104 -0.002 0.015
-0.139 -0.034 -0.011
-0.118 0.084 0.192
-0.066 0.104 -0.004
-0.239 0.154 0.265
0.019 0.068 0.157
-0.290 -0.047 0.003
0.128 -0.653 -0.367
-0.382 0.197 0.223
0.290 0.629 0.752
-0.383 0.285 -0.907
0.603 -0.468 0.518
0.001 -0.058 0.052
0.348 0.077 0.127
0.114 0.111 0.224
-0.123 -0.276 0.059
-0.065 -0.097 -0.058
-0.148 0.226 -0.486
-0.417 -0.081 -0.096
1.321 -0.088 -0.810
-0.571 0.279 0.241
-0.423 -0.206 -0.214
-0.515 0.499 -0.516
-0.544 -0.741 0.059
-0.440 0.008 0.533
0.056 -0.508 0.095
0.234 0.205 -0.133
0.188 -0.073 0.621
0.133 0.198 0.312
0.432 0.299 -0.086
0.105 0.165 -0.096
-0.572 0.179 0.528
0.618 0.444 -0.524
-0.128 -0.036 0.019
-0.233 -0.428 -0.183
0.639 0.536 1.096
0.420 -0.150 -0.293
-0.030 0.007 -0.122
0.311 0.027 -0.045
0.189 0.338 0.206
-0.359 -0.135 -0.699
0.128 0.052 -0.167
-0.573 -0.354 -0.093

As for the spin multiplicity: 3. As for the HOMO energy (spin up / spin down): -10.585 / -10.585 eV. The calculation puts the HOMO-LUMO gap (spin up / spin down) at 0.300 / 0.279 hartree. For the LUMO energy (spin up / spin down), the calculation gives -2.4 / -3.0 eV. Its charge is +1. The expectation value of S² is 2.005.

***

Formula: C6H4
Source: the Open Molecules 2025 dataset
Level of theory: ωB97M-V/def2-TZVPD

CARTESIAN COORDINATES (ANGSTROEM)
C1 -0.215838 0.279603 0.338082
C2 0.790835 -0.478193 -0.229309
C3 -1.666704 -0.786284 -1.015595
C4 -0.702052 -1.444496 -1.511544
C5 -1.519059 0.137426 -0.034965
C6 0.651336 -1.451154 -1.234826
H1 0.021278 0.748180 1.202634
H2 1.715000 -0.513034 0.398111
H3 -2.852299 1.246881 1.292603
H4 1.304455 -2.351919 -1.555222

Forces on the atoms, in the same order (eV/Å):
-0.082 -0.979 -1.103
2.556 -1.203 1.051
0.751 -0.599 -0.974
-1.561 1.074 0.482
-1.879 0.186 0.231
-0.660 -1.848 -0.302
0.720 1.927 2.359
-0.429 0.319 -1.001
1.210 -1.153 -1.426
-0.627 2.274 0.683

As for the spin multiplicity: 1. As for the HOMO energy (spin up / spin down): -9.843 / -9.150 eV. The calculation puts the HOMO-LUMO gap (spin up / spin down) at 0.334 / 0.314 hartree. For the LUMO energy (spin up / spin down), the calculation gives -0.8 / -0.6 eV.

***

Formula: C5H9BrN2O5
Source: the Open Molecules 2025 dataset
Level of theory: ωB97M-V/def2-TZVPD

CARTESIAN COORDINATES (ANGSTROEM)
C1 2.146723 -1.884845 -1.902912
C2 2.566028 -0.982464 -0.830866
Br1 2.468715 -1.569721 1.004396
N1 2.888571 0.279247 -1.129858
O1 2.889107 0.835059 -2.220496
O2 3.460777 0.956937 0.011028
N2 3.048814 2.233392 0.415299
O3 2.452966 2.914380 -0.338319
O4 3.422575 2.466408 1.503101
H1 1.081029 -1.728382 -2.168560
H2 2.639870 -1.654336 -2.838341
H3 2.291629 -2.937203 -1.724276
C3 -1.771554 0.373891 0.900633
C4 -0.440963 1.047460 0.652864
C5 -0.210977 2.500528 1.287376
O5 0.446608 0.481334 0.084378
H4 -1.881527 -0.330099 0.153380
H5 -2.034739 -0.267772 1.748939
H6 -2.529788 1.157081 0.663993
H7 -1.028699 3.242985 1.296652
H8 0.094255 2.169726 2.255237
H9 0.625487 2.926604 0.677612

Forces on the atoms, in the same order (eV/Å):
-1.030 0.110 -1.197
0.649 1.726 1.060
0.245 0.243 -1.214
-0.792 -1.721 0.171
0.040 -0.127 0.142
1.117 -1.082 0.517
-0.479 0.062 -0.900
-0.574 0.455 -1.106
0.588 0.028 1.467
0.281 -0.048 0.447
0.477 0.271 -0.108
0.111 -0.201 0.541
-0.960 1.569 -0.179
-0.735 1.432 1.812
0.354 -1.114 -2.569
0.307 0.143 -0.430
-0.071 -1.474 -2.052
0.584 0.996 0.643
0.140 -0.654 0.763
0.092 -0.861 0.142
0.367 0.499 1.041
-0.710 -0.253 1.011

As for the spin multiplicity: 1. As for the HOMO energy: -8.869 eV. The calculation puts the HOMO-LUMO gap at 0.335 hartree. For the LUMO energy, the calculation gives 0.2 eV.

***

Formula: C42H31O30P
Source: the Open Molecules 2025 dataset
Level of theory: ωB97M-V/def2-TZVPD

CARTESIAN COORDINATES (ANGSTROEM)
C1 1.858885 -1.278649 1.079782
O1 0.792035 -1.510621 0.192197
C2 0.014603 -0.401793 -0.138116
C3 -1.322932 -0.552064 0.492630
C4 -2.048812 0.379338 1.090341
P1 -1.772345 2.209709 1.223029
O2 -0.158628 2.505506 1.394301
O3 -2.064669 2.610687 -0.346857
C5 -3.136826 -0.418017 1.782277
O4 -3.382045 -0.415965 2.944554
O5 -3.463706 -1.384425 0.857913
C6 -2.183613 -1.790667 0.422694
O6 -2.041886 -2.820915 -0.140789
H1 1.647112 -1.633382 2.084337
H2 2.725839 -1.842470 0.761728
H3 2.191044 -0.247370 1.134800
H4 -0.065639 -0.332065 -1.213543
H5 0.413251 0.515440 0.261442
H6 0.252707 2.548546 0.523600
H7 -1.651209 1.965536 -0.931062
O7 4.624762 -3.332195 -5.972113
C7 3.976607 -2.771262 -5.107914
C8 2.917330 -3.416416 -4.349684
C9 2.237530 -2.724693 -3.422221
O8 1.269800 -3.271398 -2.693414
C10 2.536877 -1.274127 -3.150443
O9 1.865533 -0.665474 -2.333952
C11 3.619320 -0.641536 -3.887756
C12 4.298660 -1.339263 -4.804769
O10 5.293780 -0.816893 -5.512740
H8 2.716421 -4.451413 -4.566045
H9 0.952956 -2.580552 -2.080700
H10 3.839679 0.396676 -3.670640
H11 5.603041 -1.530846 -6.101290
O11 4.306346 2.440644 -3.752088
C13 4.883792 3.480845 -4.013319
C14 6.246933 3.764802 -3.603778
C15 6.806503 4.941153 -3.917120
O12 8.045076 5.258418 -3.573871
C16 6.059264 5.993472 -4.686846
O13 6.624634 7.043300 -4.919330
C17 4.700857 5.697684 -5.115858
C18 4.144503 4.520613 -4.804956
O14 2.911652 4.191943 -5.169024
H12 6.773876 3.001607 -3.049110
H13 8.197909 6.158339 -3.919134
H14 4.177763 6.454201 -5.682975
H15 2.756948 3.295440 -4.818251
O15 -9.455596 3.329136 5.112325
C19 -8.391531 3.005807 4.622566
C20 -7.474289 2.062169 5.242046
C21 -6.311881 1.766431 4.644157
O16 -5.439038 0.910332 5.154846
C22 -5.915984 2.390131 3.337430
O17 -4.835827 2.086135 2.871987
C23 -6.841303 3.315484 2.704067
C24 -8.005183 3.609064 3.299870
O18 -8.886754 4.445406 2.771925
H16 -7.769872 1.620693 6.183000
H17 -4.690540 0.867305 4.526128
H18 -6.550914 3.744821 1.755580
H19 -9.630051 4.490907 3.405306
O19 -9.931008 6.641929 4.302917
C25 -9.258244 7.614750 4.017886
C26 -7.868423 7.769151 4.411052
C27 -7.197610 8.877306 4.071019
O20 -5.929094 9.075658 4.398119
C28 -7.843353 9.984732 3.287684
O21 -7.177793 10.968763 3.030596
C29 -9.228319 9.819333 2.875343
C30 -9.897201 8.709728 3.212866
O22 -11.159911 8.500386 2.865568
H20 -7.414573 6.967131 4.975947
H21 -5.691576 9.949163 4.034079
H22 -9.678378 10.614399 2.298383
H23 -11.400123 7.631095 3.236580
O23 3.654742 -6.371434 -4.240299
C31 4.518295 -7.187018 -3.975162
C32 5.653560 -7.451334 -4.842187
C33 6.559280 -8.374542 -4.493966
O24 7.616187 -8.659188 -5.240899
C34 6.439003 -9.160501 -3.219930
O25 7.289284 -9.994586 -2.977640
C35 5.314123 -8.879168 -2.342106
C36 4.410084 -7.953628 -2.689014
O26 3.367509 -7.655617 -1.929016
H24 5.728485 -6.880269 -5.757021
H25 8.101904 -9.357755 -4.763342
H26 5.245879 -9.439198 -1.420166
H27 2.869845 -6.962934 -2.402929
O27 2.421564 -3.255395 3.228356
C37 2.411495 -4.470858 3.308686
C38 1.665012 -5.319970 2.400146
C39 1.676260 -6.649542 2.567852
O28 1.008483 -7.471385 1.779370
C40 2.451977 -7.300951 3.678296
O29 2.403844 -8.511001 3.779170
C41 3.220231 -6.448454 4.573312
C42 3.204927 -5.120254 4.405907
O30 3.881230 -4.290516 5.189827
H28 1.106768 -4.839972 1.607493
H29 1.181422 -8.370719 2.114660
H30 3.785848 -6.927086 5.359870
H31 3.695638 -3.393491 4.855590

Forces on the atoms, in the same order (eV/Å):
0.567 -0.149 0.598
0.303 -0.228 -0.332
-0.553 -0.510 0.363
-0.279 -0.493 -0.138
0.449 0.724 0.451
-1.135 1.124 1.468
-0.368 -0.614 -0.586
0.498 -0.475 0.311
0.999 1.090 -0.066
-0.856 0.040 -0.393
0.087 -1.287 1.285
-0.623 0.373 -1.791
0.367 -0.120 0.292
-0.329 0.176 -0.051
0.143 -0.302 -0.324
-0.253 0.418 -0.208
-0.024 0.048 -0.395
0.533 0.309 -0.048
0.437 0.080 -0.012
-0.152 -0.019 -0.498
0.201 0.159 -0.103
-0.313 -0.407 0.176
-0.009 0.183 -0.099
0.083 -0.264 -0.116
0.006 0.320 0.087
0.374 0.462 -0.238
-0.109 -0.359 -0.102
-0.120 0.086 0.202
0.014 0.361 0.130
0.040 -0.165 -0.108
-0.047 -0.047 0.014
-0.044 -0.063 0.190
-0.016 -0.176 -0.028
0.028 -0.040 -0.062
-0.251 0.170 -0.102
0.528 -0.044 0.204
-0.167 -0.173 0.023
0.087 -0.342 0.183
-0.020 0.208 -0.095
-0.501 0.057 -0.240
0.273 -0.006 0.099
0.153 0.152 0.000
-0.097 0.317 -0.195
0.024 -0.191 0.113
0.025 0.016 0.005
0.047 0.067 -0.003
-0.026 -0.010 0.002
-0.046 -0.064 0.005
-0.155 0.153 -0.193
0.210 -0.377 0.362
-0.182 0.130 0.014
-0.167 -0.158 0.383
0.131 0.112 -0.215
-0.233 0.340 -0.299
0.102 -0.090 -0.024
0.204 -0.096 -0.015
0.210 0.084 -0.349
-0.155 -0.149 0.164
0.021 -0.012 0.007
0.063 -0.113 -0.030
-0.021 0.021 -0.002
-0.012 0.165 0.074
-0.340 0.037 -0.121
0.532 -0.094 0.214
-0.179 -0.158 0.016
0.061 -0.346 0.190
-0.001 0.203 -0.098
-0.495 0.102 -0.234
0.271 -0.031 0.096
0.172 0.136 -0.006
-0.061 0.330 -0.190
0.007 -0.195 0.107
0.023 0.015 0.010
0.051 0.063 -0.008
-0.027 -0.007 0.002
-0.060 -0.052 0.023
-0.196 -0.191 0.317
0.413 0.043 -0.507
-0.164 0.123 -0.003
-0.084 0.267 -0.289
0.077 -0.161 0.141
-0.337 -0.021 0.425
0.204 -0.002 -0.196
0.170 -0.112 -0.022
0.125 -0.274 0.267
-0.161 0.202 -0.097
0.011 -0.004 -0.002
0.055 -0.056 0.002
-0.032 0.010 -0.001
-0.063 0.029 0.007
0.336 -0.114 0.465
-0.383 -0.196 -0.406
0.039 0.229 0.014
-0.101 0.362 -0.171
0.010 -0.279 0.029
0.328 0.153 0.412
-0.151 -0.099 -0.218
-0.052 -0.197 -0.049
0.174 -0.267 0.219
-0.072 0.176 -0.120
-0.023 -0.030 0.001
-0.013 -0.097 0.002
0.001 0.022 0.018
-0.005 0.079 0.016

As for the spin multiplicity: 1. As for the HOMO energy: -9.421 eV. The calculation puts the HOMO-LUMO gap at 0.281 hartree. For the LUMO energy, the calculation gives -1.8 eV.